{
  "formula": "C36H44N3O2",
  "method": "ωB97M-V/def2-TZVPD",
  "elements": ["C", "N", "C", "O", "C", "C", "C", "C", "C", "C", "C", "C", "N", "C", "C", "C", "C", "C", "C", "C", "C", "C", "C", "C", "C", "C", "C", "H", "H", "H", "H", "H", "H", "H", "H", "H", "H", "H", "H", "H", "H", "H", "H", "H", "H", "H", "H", "H", "H", "H", "H", "H", "H", "H", "H", "H", "C", "C", "C", "C", "C", "C", "N", "C", "C", "O", "C", "C", "C", "C", "H", "H", "H", "H", "H", "H", "H", "H", "H", "H", "H", "H", "H", "H", "H"],
  "positions_angstrom": [[-2.30900, -4.64949, 0.98828], [-1.79994, -3.32374, 1.26666], [-1.41270, -3.00276, 2.55035], [-1.74391, -3.60744, 3.56532], [-0.50597, -1.79463, 2.46232], [0.94826, -2.17812, 2.75499], [1.36678, -3.42198, 2.01203], [1.08477, -4.68196, 2.54864], [1.43767, -5.84702, 1.86716], [2.11097, -5.75581, 0.64420], [2.43351, -4.50207, 0.11861], [2.07674, -3.33961, 0.81248], [-0.71567, -1.34208, 1.08334], [0.05968, -0.34902, 0.55140], [0.31779, -0.27287, -0.81568], [0.78656, 0.83839, -1.55251], [0.60480, 0.85833, -3.00267], [0.42059, 2.06791, -3.72260], [0.19288, 2.09291, -5.09853], [0.05692, 0.89793, -5.81262], [0.25194, -0.31246, -5.14672], [0.57058, -0.33282, -3.79043], [-1.53033, -2.28636, 0.27905], [-2.85776, -1.73365, -0.38670], [-3.72962, -1.11971, 0.70974], [-3.57285, -2.87177, -1.10907], [-2.57610, -0.68888, -1.45753], [-1.70664, -5.40088, 1.51826], [-3.35594, -4.75057, 1.32301], [-2.23956, -4.85078, -0.08422], [-0.87349, -1.02994, 3.16772], [1.60868, -1.33958, 2.51620], [0.99483, -2.36150, 3.83589], [0.56409, -4.74911, 3.50616], [1.17902, -6.81850, 2.29470], [2.38716, -6.66752, 0.10894], [2.96366, -4.41980, -0.83257], [2.34410, -2.35891, 0.41526], [0.47308, 0.35859, 1.28522], [0.08176, -1.20409, -1.34894], [1.63732, 1.48851, -1.10451], [0.42273, 3.01313, -3.17735], [0.09203, 3.05357, -5.60353], [-0.20580, 0.93401, -6.87156], [0.14703, -1.24425, -5.69953], [0.81377, -1.28085, -3.31122], [-0.90681, -2.73367, -0.51585], [-3.22593, -0.26397, 1.17735], [-4.66941, -0.75936, 0.26811], [-3.98243, -1.85509, 1.48210], [-2.87864, -3.39763, -1.78034], [-4.03882, -3.58675, -0.42635], [-4.37908, -2.46348, -1.73507], [-1.90681, -1.08279, -2.23586], [-3.52682, -0.42747, -1.94875], [-2.16671, 0.23990, -1.04477], [2.79727, 5.78341, -2.92537], [1.42118, 5.85144, -2.69018], [0.81737, 4.94407, -1.79690], [1.57202, 3.86780, -1.27099], [0.98690, 2.67837, -0.52137], [1.50704, 2.70228, 0.85340], [0.83438, 2.89375, 1.98236], [1.58529, 3.34448, 3.20433], [0.87697, 2.92760, 4.48555], [-0.52431, 3.18493, 4.40749], [-1.16575, 2.46909, 3.35799], [-0.63316, 2.87350, 1.98577], [2.95484, 3.87323, -1.42794], [3.56579, 4.82454, -2.25500], [3.27097, 6.51003, -3.58956], [0.81494, 6.61605, -3.19604], [-0.24051, 5.06686, -1.53337], [-0.11065, 2.66024, -0.57635], [2.59248, 2.60779, 0.96162], [2.60103, 2.94168, 3.18052], [1.65211, 4.44761, 3.20659], [1.08871, 1.86368, 4.71345], [1.19156, 3.57012, 5.32050], [-1.06301, 1.36909, 3.49129], [-2.22048, 2.77431, 3.43643], [-1.01653, 3.87620, 1.72557], [-0.98748, 2.16431, 1.23354], [3.56670, 3.13861, -0.89959], [4.65136, 4.79248, -2.36171]],
  "atomic_forces_ev_per_a": [[-0.3, -0.4, 0.0], [0.5, 0.5, 1.0], [-1.1, -0.8, 0.1], [0.7, 0.7, -1.2], [-0.5, 0.6, 0.0], [-0.2, -0.3, 0.4], [0.6, -0.2, 0.0], [-0.1, -0.2, 0.0], [0.0, 0.3, -0.1], [-0.1, 0.0, 0.0], [-0.1, 0.1, 0.1], [-0.2, -0.3, -0.1], [0.2, 0.5, -0.4], [0.3, -0.6, -0.8], [-0.5, -0.1, 1.9], [3.8, -1.3, -0.2], [-0.7, 0.8, -1.7], [0.1, -0.1, 0.4], [-0.1, -0.4, 0.1], [0.0, 0.4, 0.2], [0.1, 0.3, 0.1], [-0.2, 0.2, 0.8], [0.2, -0.8, -0.4], [0.5, 0.3, 0.7], [-0.3, 0.0, -0.1], [-0.3, -0.3, -0.1], [-0.1, 0.4, -0.3], [-0.1, 0.3, 0.0], [0.4, 0.0, -0.2], [0.0, 0.0, 0.3], [0.2, -0.2, -0.1], [-0.1, 0.0, 0.0], [0.1, 0.1, -0.2], [0.1, 0.0, -0.3], [0.2, 0.3, -0.2], [-0.1, 0.3, 0.2], [-0.1, -0.1, 0.3], [0.0, -0.2, 0.0], [-0.4, -0.2, -0.3], [-0.5, 1.0, -0.2], [-0.6, -2.7, -1.9], [0.0, -0.4, -0.3], [-0.1, -0.3, 0.1], [0.2, -0.1, 0.3], [0.2, 0.1, 0.2], [-0.2, 0.1, -0.2], [-0.1, 0.1, 0.1], [-0.1, -0.1, 0.0], [0.2, -0.1, 0.2], [0.1, 0.1, -0.1], [-0.2, 0.0, 0.1], [0.1, 0.1, -0.2], [0.2, 0.0, 0.2], [-0.2, 0.2, 0.2], [0.3, -0.1, 0.1], [0.0, -0.2, -0.1], [0.1, -0.1, 0.2], [-0.1, -0.3, 0.5], [0.1, -0.2, -0.3], [0.4, -0.5, 0.2], [-2.3, 3.6, 3.0], [-0.4, 0.2, -1.3], [0.7, -0.8, -0.1], [-0.5, 0.3, -0.1], [-0.5, 0.0, 0.2], [0.3, -0.5, -0.5], [0.0, 0.1, 0.3], [-0.3, 0.6, 0.2], [0.4, 0.6, -0.7], [-0.1, -0.1, 0.2], [-0.1, -0.3, 0.2], [0.3, -0.4, 0.4], [0.4, -0.3, -0.3], [0.3, 0.4, 0.2], [-0.3, 0.6, 0.1], [-0.2, 0.0, -0.2], [-0.1, -0.4, -0.3], [-0.3, 0.3, 0.0], [0.3, -0.4, -0.3], [-0.1, 0.5, 0.1], [0.3, -0.4, -0.2], [0.2, -0.2, 0.1], [0.1, 0.2, 0.2], [-0.1, 0.1, -0.4], [-0.3, 0.1, -0.1]],
  "mulliken_charge": [-1.3030, 1.0081, -0.4327, -0.6803, 0.4527, -1.5553, 0.3760, -0.2658, -0.7046, -0.4534, -0.8486, 0.1032, 1.0251, -0.8374, -1.0190, 0.5477, 0.9269, -0.1852, -0.7747, -0.5145, -0.7663, -0.2323, -1.5623, 2.1102, -1.6559, -1.8499, -1.7546, 0.3225, 0.3315, 0.4752, 0.1473, 0.5268, 0.6699, 0.4200, 0.4312, 0.3945, 0.4103, 0.3718, 0.9617, 0.0643, 0.0725, 0.2193, 0.4226, 0.3913, 0.3965, 0.4695, 0.8131, 0.1777, 0.4584, 0.3398, 0.3660, 0.3849, 0.4598, 0.3315, 0.6353, 0.1608, -0.5278, -0.6455, 0.1561, -0.4346, -0.0452, -0.7872, 0.3534, -0.4876, -0.5519, -0.4038, -0.3781, 0.0376, -0.3951, -0.7934, 0.4085, 0.4114, 0.3604, 0.8113, 0.2902, 0.3594, 0.3355, 0.2780, 0.3448, 0.0435, 0.4048, 0.4180, -0.0605, 0.3349, 0.3832],
  "homo_lumo_gap_ev": 5.1,
  "relative_energy_kj_mol": 352.7,
  "e_homo_ev": -9.49,
  "largest_force_ev_per_a": 5.27,
  "charge": 1
}